[1]
{
  "formula": "C128H76Br2O18",
  "method": "ωB97M-V/def2-TZVPD",
  "energy_ev": -310905.754,
  "homo_ev": -9.40,
  "homo_lumo_gap_ha": 0.29521,
  "lumo_ev": -1.37,
  "largest_force_ha_per_bohr": 0.10604,
  "symbols": ["O", "C", "C", "C", "C", "C", "C", "C", "C", "O", "C", "C", "C", "C", "C", "C", "H", "H", "H", "H", "H", "H", "H", "H", "O", "C", "C", "C", "C", "C", "C", "C", "C", "O", "C", "C", "C", "C", "C", "C", "H", "H", "H", "H", "H", "H", "H", "H", "O", "C", "C", "C", "C", "C", "C", "C", "C", "O", "C", "C", "C", "C", "C", "C", "H", "H", "H", "H", "H", "H", "H", "H", "O", "C", "C", "C", "C", "C", "C", "C", "C", "O", "C", "C", "C", "C", "C", "C", "H", "H", "H", "H", "H", "H", "H", "H", "O", "C", "C", "C", "C", "C", "C", "C", "C", "O", "C", "C", "C", "C", "C", "C", "H", "H", "H", "H", "H", "H", "H", "H", "O", "C", "C", "C", "C", "C", "C", "C", "C", "O", "C", "C", "C", "C", "C", "C", "H", "H", "H", "H", "H", "H", "H", "H", "O", "C", "C", "C", "C", "C", "C", "C", "C", "O", "C", "C", "C", "C", "C", "C", "H", "H", "H", "H", "H", "H", "H", "H", "O", "C", "C", "C", "C", "C", "C", "C", "C", "O", "C", "C", "C", "C", "C", "C", "H", "H", "H", "H", "H", "H", "H", "H", "O", "C", "C", "C", "C", "C", "C", "C", "C", "O", "C", "C", "C", "C", "C", "C", "H", "H", "H", "H", "H", "H", "H", "H", "Br", "C", "C", "Br", "H", "H", "H", "H"],
  "coordinates": [[-3.64, -2.50, -1.50], [-4.77, -2.67, -1.04], [-5.46, -3.87, -1.51], [-4.77, -5.01, -2.06], [-5.41, -6.17, -2.48], [-6.72, -6.37, -2.06], [-7.41, -5.36, -1.36], [-6.83, -4.06, -1.19], [-7.57, -3.05, -0.34], [-8.79, -3.25, -0.11], [-6.73, -1.89, 0.26], [-7.34, -1.06, 1.15], [-6.57, 0.00, 1.74], [-5.20, 0.16, 1.42], [-4.59, -0.77, 0.59], [-5.36, -1.79, -0.08], [-3.72, -4.97, -2.32], [-4.88, -6.96, -2.99], [-7.18, -7.35, -2.11], [-8.34, -5.74, -0.96], [-8.40, -1.19, 1.33], [-7.09, 0.74, 2.33], [-4.64, 0.98, 1.86], [-3.51, -0.82, 0.55], [1.31, 3.82, -9.59], [2.28, 4.01, -8.76], [3.69, 3.58, -9.02], [4.06, 3.07, -10.34], [5.37, 2.57, -10.58], [6.38, 2.75, -9.54], [6.04, 3.19, -8.23], [4.69, 3.62, -8.04], [4.25, 3.85, -6.60], [4.81, 3.56, -5.56], [3.02, 4.73, -6.48], [2.68, 5.38, -5.28], [1.47, 6.07, -5.06], [0.54, 6.00, -6.07], [0.83, 5.51, -7.35], [2.04, 4.77, -7.55], [3.26, 2.93, -11.06], [5.60, 1.98, -11.45], [7.39, 2.36, -9.61], [6.75, 3.10, -7.42], [3.32, 5.39, -4.41], [1.30, 6.55, -4.10], [-0.42, 6.48, -5.94], [0.11, 5.53, -8.16], [-0.85, -1.62, 4.19], [-1.47, -1.96, 5.18], [-2.96, -2.19, 5.11], [-3.55, -2.24, 3.86], [-4.93, -2.57, 3.73], [-5.72, -2.67, 4.88], [-5.11, -2.61, 6.13], [-3.73, -2.43, 6.25], [-3.07, -2.59, 7.58], [-3.72, -2.69, 8.63], [-1.57, -2.57, 7.63], [-0.97, -3.00, 8.84], [0.38, -2.97, 8.90], [1.16, -2.62, 7.82], [0.56, -2.33, 6.59], [-0.84, -2.31, 6.53], [-2.97, -2.11, 2.95], [-5.41, -2.61, 2.76], [-6.74, -2.94, 4.66], [-5.77, -2.76, 6.97], [-1.56, -3.10, 9.74], [0.90, -3.34, 9.76], [2.23, -2.69, 7.86], [1.22, -2.14, 5.76], [6.95, -6.28, 0.31], [6.55, -5.45, -0.52], [7.47, -4.74, -1.43], [8.81, -5.09, -1.27], [9.75, -4.52, -1.99], [9.45, -3.56, -2.98], [8.11, -3.20, -3.12], [7.02, -3.87, -2.43], [5.50, -3.65, -2.56], [5.02, -3.01, -3.49], [4.65, -4.08, -1.33], [3.41, -3.48, -1.10], [2.76, -3.89, 0.01], [3.30, -4.66, 1.10], [4.52, -5.20, 0.76], [5.13, -4.98, -0.43], [9.17, -5.83, -0.57], [10.80, -4.72, -1.84], [10.20, -3.14, -3.65], [7.83, -2.46, -3.86], [3.01, -2.72, -1.76], [1.80, -3.41, 0.11], [2.70, -4.83, 1.99], [4.85, -5.88, 1.53], [8.68, -0.66, 4.40], [7.53, -0.65, 4.76], [6.92, -1.59, 5.77], [7.83, -2.48, 6.42], [7.34, -3.36, 7.37], [6.00, -3.41, 7.72], [5.11, -2.58, 7.06], [5.50, -1.60, 6.14], [4.53, -0.80, 5.36], [3.34, -0.81, 5.60], [5.13, 0.24, 4.40], [4.29, 0.97, 3.55], [4.81, 1.71, 2.46], [6.19, 1.67, 2.21], [7.06, 1.11, 3.03], [6.58, 0.31, 4.11], [8.89, -2.54, 6.19], [8.00, -4.00, 7.93], [5.77, -4.07, 8.54], [4.06, -2.80, 7.21], [3.21, 0.94, 3.63], [3.99, 2.14, 1.91], [6.58, 2.35, 1.47], [8.11, 1.13, 2.75], [0.39, -6.18, 3.63], [0.17, -6.44, 2.47], [-0.46, -7.75, 2.15], [-0.56, -8.74, 3.13], [-1.30, -9.86, 3.00], [-1.76, -10.22, 1.72], [-1.73, -9.30, 0.72], [-1.05, -8.03, 0.92], [-0.99, -6.98, -0.25], [-1.52, -7.16, -1.33], [-0.68, -5.52, 0.24], [-1.10, -4.36, -0.46], [-1.01, -3.11, 0.08], [-0.46, -2.89, 1.31], [-0.10, -3.96, 2.12], [-0.17, -5.29, 1.56], [-0.27, -8.48, 4.13], [-1.51, -10.53, 3.83], [-2.26, -11.15, 1.46], [-2.32, -9.53, -0.16], [-1.57, -4.38, -1.43], [-1.27, -2.30, -0.59], [-0.21, -1.89, 1.63], [0.31, -3.91, 3.12], [0.07, 3.55, -1.93], [0.52, 2.60, -1.29], [1.73, 1.76, -1.70], [2.32, 1.91, -3.02], [3.40, 1.13, -3.48], [3.87, 0.08, -2.63], [3.25, 0.00, -1.36], [2.27, 0.82, -0.79], [1.68, 0.61, 0.51], [2.15, -0.15, 1.31], [0.37, 1.27, 0.87], [-0.25, 1.09, 2.06], [-1.39, 1.82, 2.42], [-2.00, 2.73, 1.59], [-1.37, 2.86, 0.33], [-0.18, 2.24, -0.04], [1.92, 2.57, -3.77], [3.82, 1.09, -4.47], [4.41, -0.82, -2.88], [3.54, -0.86, -0.78], [0.10, 0.52, 2.91], [-1.93, 1.63, 3.33], [-2.82, 3.35, 1.90], [-1.78, 3.65, -0.29], [-4.47, 1.06, -4.42], [-5.32, 1.71, -3.74], [-6.77, 1.18, -3.56], [-7.11, -0.06, -4.14], [-8.35, -0.58, -3.84], [-9.21, 0.06, -2.97], [-8.85, 1.31, -2.42], [-7.64, 1.90, -2.68], [-7.18, 3.15, -1.95], [-7.85, 3.73, -1.06], [-5.80, 3.68, -2.33], [-5.28, 4.87, -1.75], [-3.99, 5.32, -2.09], [-3.16, 4.57, -2.87], [-3.65, 3.38, -3.32], [-4.94, 2.94, -3.15], [-6.41, -0.68, -4.68], [-8.71, -1.49, -4.29], [-10.18, -0.37, -2.77], [-9.54, 1.80, -1.75], [-5.81, 5.63, -1.18], [-3.70, 6.25, -1.61], [-2.17, 4.90, -3.14], [-2.90, 2.70, -3.70], [-1.57, 8.89, -1.56], [-2.17, 8.39, -0.62], [-1.60, 7.30, 0.21], [-0.27, 6.83, -0.05], [0.29, 5.96, 0.85], [-0.41, 5.47, 1.92], [-1.76, 5.87, 2.07], [-2.38, 6.67, 1.22], [-3.78, 7.15, 1.56], [-4.39, 6.72, 2.53], [-4.35, 8.28, 0.77], [-5.69, 8.73, 1.08], [-6.14, 9.82, 0.33], [-5.40, 10.29, -0.70], [-4.13, 9.83, -1.01], [-3.53, 8.84, -0.25], [0.44, 7.20, -0.77], [1.31, 5.65, 0.69], [-0.12, 4.85, 2.76], [-2.24, 5.49, 2.97], [-6.39, 8.30, 1.78], [-7.07, 10.26, 0.64], [-5.78, 11.10, -1.31], [-3.59, 10.31, -1.81], [3.40, 4.14, -0.23], [5.03, 4.56, -1.17], [5.44, 3.45, -2.04], [7.23, 3.82, -2.62], [5.75, 4.72, -0.37], [4.92, 5.45, -1.79], [4.67, 3.31, -2.80], [5.46, 2.59, -1.37]]
}


[2]
{
  "formula": "C12H10AlBrClF6N2O3P",
  "method": "ωB97M-V/def2-TZVPD",
  "energy_ev": -136473.832,
  "homo_ev": -9.83,
  "homo_lumo_gap_ha": 0.22829,
  "lumo_ev": -3.62,
  "largest_force_ha_per_bohr": 0.20028,
  "symbols": ["O", "C", "F", "N", "C", "O", "F", "C", "C", "C", "C", "C", "C", "C", "C", "N", "Cl", "C", "C", "P", "O", "Br", "H", "H", "H", "H", "H", "H", "H", "H", "H", "H", "F", "Al", "F", "F", "F"],
  "coordinates": [[-0.07, -2.03, 1.72], [1.00, -1.29, 1.33], [2.15, -1.25, 2.28], [0.93, -0.69, -0.04], [0.22, -1.53, -1.06], [0.98, -2.16, -1.99], [-1.23, -1.84, -1.12], [0.64, 0.78, -0.10], [-0.95, 1.03, 0.16], [-1.75, 0.70, 1.58], [-3.37, 0.88, 1.81], [-4.36, 1.43, 0.59], [-3.61, 1.81, -0.83], [-1.97, 1.61, -1.04], [1.05, 1.11, -1.68], [2.14, 1.90, -1.95], [2.69, 2.26, -3.59], [2.70, 2.36, -0.63], [1.82, 1.65, 0.60], [1.51, 2.81, 2.07], [0.93, 1.84, 3.43], [-0.18, 4.32, 1.65], [-1.12, 0.27, 2.48], [-3.85, 0.59, 2.86], [-5.53, 1.54, 0.70], [-4.30, 2.18, -1.71], [-1.58, 1.91, -2.12], [0.54, 0.72, -2.67], [3.87, 2.41, -0.51], [2.34, 3.49, -0.60], [2.65, 0.94, 1.07], [1.36, 0.93, 3.36], [1.30, -6.46, -2.93], [0.87, -6.14, -1.21], [2.08, -5.02, -0.48], [0.85, -7.69, -0.29], [-0.77, -5.38, -1.13]]
}


[3]
{
  "formula": "C12H10AuN2O5",
  "method": "ωB97M-V/def2-TZVPD",
  "relative_energy_kcal_mol": 0.7,
  "energy_ev": -29513.725,
  "homo_ev": [-7.84, -8.89],
  "homo_lumo_gap_ha": [0.27894, 0.30345],
  "lumo_ev": [-0.25, -0.64],
  "largest_force_ha_per_bohr": 0.04028,
  "spin_multiplicity": 2,
  "symbols": ["Au", "O", "C", "O", "C", "C", "C", "C", "C", "N", "H", "H", "H", "H", "O", "C", "O", "H", "O", "N", "C", "C", "C", "C", "C", "H", "H", "H", "H", "H"],
  "coordinates": [[-0.92, 0.51, 0.32], [0.97, -2.59, -1.73], [0.32, -1.81, -1.04], [0.56, -0.58, -0.82], [-0.91, -2.33, -0.38], [-1.28, -3.67, -0.51], [-2.47, -4.08, 0.04], [-3.29, -3.14, 0.72], [-2.87, -1.85, 0.81], [-1.70, -1.44, 0.29], [-0.62, -4.33, -1.04], [-2.76, -5.12, -0.04], [-4.24, -3.44, 1.14], [-3.43, -1.08, 1.32], [-2.47, 1.45, 1.60], [-1.85, 1.31, 2.67], [-0.75, 0.75, 2.76], [-2.32, 1.71, 3.59], [-0.08, 2.42, -0.29], [1.20, 2.44, -0.53], [1.62, 2.82, -1.76], [2.96, 2.88, -2.06], [3.90, 2.53, -1.09], [3.44, 2.13, 0.16], [2.10, 2.09, 0.42], [0.85, 3.06, -2.47], [3.27, 3.20, -3.04], [4.95, 2.54, -1.32], [4.14, 1.87, 0.94], [1.68, 1.76, 1.36]]
}


[4]
{
  "formula": "C12H10BeClF5",
  "method": "ωB97M-V/def2-TZVPD",
  "relative_energy_kcal_mol": 37.6,
  "total_charge": -2,
  "energy_ev": -39116.792,
  "homo_ev": -0.19,
  "homo_lumo_gap_ha": 0.21586,
  "lumo_ev": 5.68,
  "largest_force_ha_per_bohr": 0.04968,
  "symbols": ["C", "C", "C", "H", "C", "C", "H", "H", "H", "H", "Be", "Cl", "C", "C", "C", "H", "C", "C", "H", "H", "H", "H", "F", "C", "F", "C", "F", "F", "F"],
  "coordinates": [[-0.15, 2.42, -0.30], [-0.67, 1.78, -1.45], [0.40, 1.08, -2.06], [-1.69, 1.79, -1.77], [1.56, 1.27, -1.27], [1.21, 2.11, -0.19], [1.84, 2.37, 0.63], [-0.73, 2.96, 0.43], [0.34, 0.50, -2.96], [2.53, 0.82, -1.43], [0.00, 0.00, 0.00], [-1.72, 0.64, 1.68], [-0.61, -2.22, 0.55], [0.60, -2.33, -0.17], [0.36, -1.90, -1.49], [1.55, -2.59, 0.24], [-1.01, -1.54, -1.59], [-1.61, -1.75, -0.34], [-2.62, -1.49, -0.06], [-0.73, -2.37, 1.61], [1.10, -1.81, -2.26], [-1.50, -1.13, -2.46], [0.98, 1.18, 2.33], [1.17, -0.04, 1.70], [2.47, -0.08, 1.24], [1.11, -1.04, 2.89], [2.01, -0.63, 3.86], [-0.15, -1.04, 3.47], [1.46, -2.32, 2.54]]
}


[5]
{
  "formula": "C12H10BrF13O3S",
  "method": "ωB97M-V/def2-TZVPD",
  "energy_ev": -134950.288,
  "homo_ev": -10.64,
  "homo_lumo_gap_ha": 0.39606,
  "lumo_ev": 0.13,
  "largest_force_ha_per_bohr": 0.14707,
  "symbols": ["O", "S", "O", "C", "C", "C", "C", "C", "C", "F", "F", "C", "F", "F", "C", "F", "F", "C", "F", "F", "C", "F", "F", "C", "F", "F", "F", "C", "Br", "O", "H", "H", "H", "H", "H", "H", "H", "H", "H", "H"],
  "coordinates": [[0.62, -3.12, -0.26], [2.11, -3.00, -0.01], [2.63, -4.40, 0.16], [2.83, -2.11, -1.46], [2.46, -0.55, -1.42], [2.03, -0.08, 0.05], [2.28, 1.49, 0.18], [1.07, 2.29, 0.87], [-0.05, 2.76, -0.20], [0.27, 2.41, -1.52], [0.01, 4.19, -0.16], [-1.53, 2.39, 0.24], [-1.64, 2.77, 1.61], [-2.40, 3.26, -0.45], [-1.92, 0.85, 0.11], [-1.47, 0.23, -1.06], [-1.30, 0.18, 1.19], [-3.53, 0.66, 0.12], [-4.02, 1.02, -1.16], [-4.15, 1.57, 1.01], [-4.01, -0.79, 0.56], [-5.42, -0.77, 0.47], [-3.73, -1.10, 1.90], [-3.51, -1.99, -0.36], [-4.43, -3.04, -0.16], [-2.27, -2.51, -0.01], [-3.53, -1.72, -1.72], [2.80, -0.83, 1.24], [4.79, -0.77, 1.06], [2.35, -2.19, 1.45], [2.42, -2.53, -2.44], [3.96, -2.24, -1.46], [3.27, 0.12, -1.84], [1.55, -0.40, -2.09], [0.93, -0.32, 0.17], [3.17, 1.62, 0.90], [2.62, 1.99, -0.79], [0.61, 1.71, 1.74], [1.53, 3.22, 1.34], [2.57, -0.28, 2.22]]
}